[1]
Entry from OMol25: a molecular structure, C25H20P2PdS2Se4 (the ωB97M-V functional and the def2-TZVPD basis).

net charge: -2
HOMO-LUMO gap: 5.271 eV

Each line ends with the natural charge from an NBO analysis.
Geometry (Å):
Pd1 -1.22730 -3.07998 -1.16770  0.401
S1 1.06465 -2.47241 -1.72405  -0.571
P1 0.15371 -0.70571 -1.26636  1.388
C1 -1.22463 -1.02701 -0.36504  -1.472
P2 -1.28570 -1.02038 1.34421  1.385
S2 -2.51660 -2.22246 2.30530  -0.652
C2 0.39661 -1.30038 2.05203  -0.277
C3 1.21363 -0.32205 2.60889  -0.246
C4 2.48053 -0.63930 3.08739  -0.235
C5 2.95502 -1.93801 2.99329  -0.242
C6 2.15336 -2.91946 2.41855  -0.212
C7 0.88537 -2.60602 1.96041  -0.204
C8 -1.68229 0.68793 1.91598  -0.373
C9 -2.17660 1.62589 1.01912  -0.209
C10 -2.55125 2.89447 1.44911  -0.220
C11 -2.42957 3.23854 2.78660  -0.236
C12 -1.95544 2.29819 3.69649  -0.256
C13 -1.60051 1.03014 3.26512  -0.120
C14 -0.28125 0.09974 -2.84980  -0.276
C15 -1.57422 -0.06143 -3.33975  -0.193
C16 -1.92395 0.47338 -4.57172  -0.220
C17 -0.99049 1.18092 -5.31749  -0.231
C18 0.29922 1.34828 -4.82932  -0.223
C19 0.65264 0.80533 -3.60209  -0.229
C20 1.38620 0.49083 -0.61058  -0.377
C21 2.69196 0.09475 -0.35317  -0.210
C22 3.60788 0.99527 0.17606  -0.168
C23 3.22098 2.29590 0.46129  -0.246
C24 1.91547 2.70047 0.20398  -0.218
C25 1.00831 1.80415 -0.33839  -0.195
H1 0.87734 0.70645 2.65818  0.216
H2 3.10100 0.14131 3.51418  0.194
H3 3.94668 -2.18606 3.35582  0.191
H4 2.51856 -3.93531 2.32340  0.202
H5 0.25848 -3.37180 1.52124  0.249
H6 -2.27742 1.32722 -0.01933  0.246
H7 -2.94260 3.61160 0.73589  0.196
H8 -2.71628 4.22804 3.12508  0.192
H9 -1.87583 2.55256 4.74757  0.194
H10 -1.26918 0.28300 3.97687  0.218
H11 -2.29123 -0.61651 -2.74515  0.264
H12 -2.92917 0.33007 -4.94947  0.206
H13 -1.26534 1.59820 -6.27972  0.193
H14 1.03317 1.89959 -5.40634  0.193
H15 1.66272 0.93111 -3.22861  0.214
H16 2.96998 -0.93546 -0.54551  0.246
H17 4.62011 0.67065 0.38792  0.193
H18 3.93199 2.99440 0.88806  0.195
H19 1.60185 3.71345 0.42833  0.202
H20 -0.00349 2.12492 -0.54471  0.226
Se1 -3.64618 -3.01595 -1.34379  -0.373
Se2 -4.32624 -5.23456 -1.49240  -0.132
Se3 -2.76692 -6.09641 -2.86211  -0.134
Se4 -0.87772 -5.47006 -1.65376  -0.450



[2]
Entry from OMol25: a molecular structure, C25H21AsAuN4S2 (the ωB97M-V functional and the def2-TZVPD basis).

net charge: +1
HOMO-LUMO gap (alpha / beta): 6.235 / 6.234 eV

Each line ends with the natural charge from an NBO analysis.
Geometry (Å):
Au1 0.05593 0.00193 -2.29648  1.054
N1 -0.97061 -3.79675 -4.00548  -0.753
C1 -0.87360 -2.55067 -3.54225  0.308
S1 0.60556 -2.21759 -2.61112  -0.040
N2 -1.85684 -1.71877 -3.78718  -0.401
N3 -1.68540 -0.48009 -3.30417  -0.278
C2 -2.45015 0.49362 -3.62701  0.063
C3 -2.12157 1.81638 -3.09395  0.148
C4 -2.93987 2.91502 -3.28099  -0.203
C5 -2.58632 4.12262 -2.69491  -0.120
C6 -1.43594 4.19554 -1.92932  -0.230
C7 -0.65984 3.05702 -1.78426  0.091
N4 -0.98533 1.91063 -2.36658  -0.500
H1 -0.22008 -4.45360 -3.89034  0.419
H2 -1.78441 -4.06724 -4.53359  0.426
H3 -3.29661 0.33887 -4.28628  0.232
H4 -3.84550 2.81913 -3.86400  0.243
H5 -3.21138 4.99492 -2.82915  0.244
H6 -1.13148 5.11646 -1.45390  0.248
H7 0.25513 3.05244 -1.20472  0.236
S2 2.30744 0.53490 -2.10404  -0.077
C8 2.96392 0.22084 -0.48183  -0.190
C9 4.35237 0.03207 -0.45502  -0.213
C10 5.01333 -0.05861 0.75316  -0.182
C11 4.30462 0.00032 1.95028  -0.224
C12 2.92190 0.13768 1.92481  -0.136
C13 2.24024 0.24945 0.71837  -0.384
As1 0.31264 0.31067 0.65112  0.817
C14 -0.11867 -1.57553 0.82872  -0.240
C15 -1.45100 -1.93161 0.63258  -0.260
C16 -1.83763 -3.26254 0.67695  -0.197
C17 -0.88616 -4.25042 0.90584  -0.206
C18 0.44148 -3.89877 1.09840  -0.199
C19 0.82686 -2.56449 1.06219  -0.258
C20 -0.13061 0.97540 2.42645  -0.346
C21 -0.48669 0.13714 3.47834  -0.167
C22 -0.78396 0.67515 4.72436  -0.216
C23 -0.72197 2.04636 4.92635  -0.193
C24 -0.36726 2.88633 3.87935  -0.203
C25 -0.07902 2.35215 2.63235  -0.212
H8 4.90600 -0.02803 -1.38262  0.230
H9 6.08777 -0.18539 0.75985  0.228
H10 4.82257 -0.07474 2.89672  0.227
H11 2.36424 0.15760 2.85319  0.219
H12 -2.19488 -1.16364 0.44340  0.212
H13 -2.87661 -3.52862 0.53319  0.221
H14 -1.18245 -5.29046 0.93888  0.223
H15 1.18448 -4.66430 1.28185  0.224
H16 1.86900 -2.30543 1.21189  0.228
H17 -0.53351 -0.93375 3.33029  0.214
H18 -1.06121 0.01879 5.53881  0.224
H19 -0.95026 2.46151 5.89900  0.225
H20 -0.31770 3.95621 4.03390  0.222
H21 0.19904 3.01389 1.81861  0.205



[3]
Entry from OMol25: a molecular structure, C25H21Br4HfN3O7PSe4 (the ωB97M-V functional and the def2-TZVPD basis).

net charge: -1
HOMO-LUMO gap: 6.817 eV
energy above the lowest of the compared OMol25 structures with the same formula, charge and spin: 0.00 kJ/mol

Each line ends with the natural charge from an NBO analysis.
Geometry (Å):
Hf1 0.09813 -0.56628 -1.76648  1.799
Br1 -3.54763 5.21227 -3.64806  0.069
C1 -2.52342 3.96560 -2.66514  -0.166
C2 -2.15782 4.22536 -1.35221  -0.154
Br2 -2.67389 5.83961 -0.51220  0.066
C3 -1.40658 3.28115 -0.64023  -0.163
Br3 -0.96077 3.52841 1.17792  0.057
C4 -1.00451 2.09614 -1.23704  0.243
O1 -0.33385 1.13465 -0.62468  -0.817
C5 -1.37921 1.83445 -2.57269  0.334
O2 -1.00004 0.67591 -3.05702  -0.841
C6 -2.14004 2.76221 -3.26894  -0.185
Br4 -2.64273 2.28973 -5.02298  0.073
C7 3.01636 4.03867 1.61337  -0.259
O3 3.80921 3.47801 2.65147  -0.495
C8 3.30062 2.40679 3.30892  0.309
C9 2.01627 1.91088 3.10981  -0.262
C10 1.60060 0.76782 3.77873  -0.207
C11 2.47215 0.10705 4.63158  0.000
C12 3.72272 0.66197 4.89901  -0.190
C13 4.14647 1.79389 4.23442  -0.258
N1 2.20424 -1.12915 5.31578  -0.130
N2 1.55293 -2.05960 4.81054  -0.125
C14 1.00708 -1.98644 3.48163  -0.009
C15 -0.33544 -2.23696 3.36652  -0.169
C16 -1.02048 -2.09253 2.14910  -0.326
C17 -0.34362 -1.68329 1.01569  0.434
O4 -0.90285 -1.51929 -0.15412  -0.840
C18 1.06749 -1.47739 1.11783  0.073
N3 1.68593 -1.08385 -0.02671  -0.511
C19 2.99114 -0.94644 -0.03143  0.098
C20 3.77924 -1.24112 1.09435  -0.265
C21 3.17401 -1.61144 2.25942  -0.131
C22 1.76531 -1.69243 2.31793  -0.018
H1 3.60863 4.84195 1.18483  0.196
H2 2.08025 4.44614 2.00241  0.183
H3 2.79095 3.29664 0.84383  0.194
H4 1.34138 2.37212 2.40421  0.235
H5 0.61204 0.37820 3.57375  0.235
H6 4.36668 0.16353 5.61311  0.222
H7 5.12979 2.21477 4.39939  0.220
H8 -0.87878 -2.51556 4.26168  0.220
H9 -2.08600 -2.27022 2.09261  0.219
H10 3.42945 -0.60532 -0.95952  0.237
H11 4.85496 -1.16055 1.02075  0.223
H12 3.76035 -1.84465 3.13831  0.222
Se1 0.89037 -3.20305 -2.48136  -0.421
Se2 0.83992 -1.85782 -4.37509  0.001
Se3 2.84805 -0.62141 -4.25004  -0.028
Se4 2.21825 1.05081 -2.72823  -0.445
C23 -2.73972 -2.63564 -5.13048  -0.254
O5 -3.22369 -1.67497 -4.19341  -0.825
P1 -2.63925 -1.69924 -2.68265  1.796
O6 -3.52818 -0.52489 -2.05558  -0.817
C24 -4.92133 -0.36470 -2.32471  -0.251
O7 -3.35719 -3.07466 -2.19573  -0.841
C25 -2.78341 -3.81159 -1.10744  -0.248
H13 -3.43783 -2.64568 -5.96487  0.188
H14 -2.69917 -3.63315 -4.68865  0.185
H15 -1.75086 -2.35063 -5.49249  0.188
H16 -5.35133 0.16204 -1.47534  0.188
H17 -5.41327 -1.33096 -2.44229  0.181
H18 -5.05195 0.22766 -3.22951  0.193
H19 -3.12797 -4.83915 -1.20936  0.179
H20 -3.12313 -3.39893 -0.15705  0.177
H21 -1.69507 -3.77548 -1.14514  0.211



[4]
Entry from OMol25: a molecular structure, C25H21BrHfIN5S (the ωB97M-V functional and the def2-TZVPD basis).

net charge: +2
HOMO-LUMO gap: 6.595 eV
energy above the lowest of the compared OMol25 structures with the same formula, charge and spin: 97.22 kJ/mol

Each line ends with the natural charge from an NBO analysis.
Geometry (Å):
Hf1 0.37613 -0.78893 -1.26570  2.078
N1 -2.23030 -3.79313 -2.85774  -0.740
C1 -1.12352 -3.11286 -2.58975  0.333
S1 -0.94954 -1.51316 -3.35542  -0.277
N2 -0.21465 -3.70120 -1.83878  -0.384
N3 0.83074 -2.88687 -1.50574  -0.435
C2 2.01261 -3.33602 -1.34268  0.144
C3 3.05836 -2.34085 -1.06541  0.150
C4 4.35401 -2.70286 -0.78447  -0.184
C5 5.29848 -1.70200 -0.57234  -0.088
C6 4.90685 -0.37753 -0.64148  -0.220
C7 3.58272 -0.08589 -0.92203  0.110
N4 2.67512 -1.04004 -1.14443  -0.590
H1 -2.91092 -3.42522 -3.50049  0.429
H2 -2.33682 -4.73319 -2.50752  0.432
H3 2.24624 -4.38803 -1.47602  0.246
H4 4.61996 -3.75050 -0.73160  0.257
H5 6.32699 -1.95966 -0.35487  0.259
H6 5.60939 0.42741 -0.47921  0.262
H7 3.23574 0.93946 -0.96365  0.228
N5 0.27358 1.30095 -2.06872  -0.953
C8 0.59707 2.52586 -1.27626  0.080
C9 0.54741 3.69239 -2.02822  -0.170
C10 0.74419 4.92754 -1.44478  -0.189
C11 0.96704 4.97944 -0.07794  -0.168
C12 1.02132 3.81187 0.65868  -0.172
C13 0.87053 2.53486 0.09837  -0.082
C14 1.00712 1.34548 1.00783  0.056
C15 1.61340 1.50884 2.25466  -0.201
C16 1.69502 0.46406 3.16573  -0.164
C17 1.21370 -0.79633 2.84680  -0.201
C18 0.69183 -1.00069 1.57920  -0.210
C19 0.56076 0.05845 0.66592  -0.680
H8 -0.71656 1.38591 -2.32302  0.441
H9 0.76400 1.39092 -2.96156  0.430
H10 0.33963 3.62921 -3.09169  0.215
H11 0.70126 5.82769 -2.04229  0.245
H12 1.09278 5.93023 0.42234  0.244
H13 1.16346 3.90602 1.72495  0.228
H14 2.04873 2.45491 2.54354  0.226
H15 2.14142 0.64161 4.13585  0.241
H16 1.26316 -1.60555 3.56508  0.240
H17 0.33153 -1.99986 1.32053  0.224
Br1 -2.15398 -1.10442 2.81755  0.103
C20 -3.86538 -0.59947 2.22231  -0.127
C21 -4.88580 -0.47284 3.15230  -0.208
C22 -6.14736 -0.06709 2.74218  -0.165
C23 -6.39725 0.22409 1.41064  -0.181
C24 -5.38727 0.09576 0.46800  -0.224
C25 -4.14164 -0.32221 0.89225  -0.175
I1 -2.74182 -0.59789 -0.66714  0.313
H18 -4.68725 -0.68859 4.19291  0.248
H19 -6.93874 0.02249 3.47372  0.244
H20 -7.37807 0.55149 1.09404  0.243
H21 -5.57544 0.31595 -0.57443  0.239



Question: Among the records above, which one has the highest net charge?
Answer: C25H21BrHfIN5S